# 1
{"formula": "C34H44F24O20S", "method": "wB97M-V/def2-TZVPD", "species": ["C", "C", "O", "C", "O", "C", "F", "F", "F", "H", "H", "H", "H", "H", "C", "C", "O", "C", "O", "C", "F", "F", "F", "H", "H", "H", "H", "H", "C", "C", "O", "C", "O", "C", "F", "F", "F", "H", "H", "H", "H", "H", "C", "C", "O", "C", "O", "C", "F", "F", "F", "H", "H", "H", "H", "H", "C", "C", "O", "C", "O", "C", "F", "F", "F", "H", "H", "H", "H", "H", "C", "C", "O", "C", "O", "C", "F", "F", "F", "H", "H", "H", "H", "H", "C", "C", "O", "C", "O", "C", "F", "F", "F", "H", "H", "H", "H", "H", "C", "C", "O", "C", "O", "C", "F", "F", "F", "H", "H", "H", "H", "H", "O", "S", "O", "O", "C", "C", "O", "H", "H", "H", "H"], "positions_angstrom": [[0.533, 4.502, -0.954], [1.109, 3.119, -1.203], [2.140, 3.263, -2.136], [3.486, 3.235, -1.728], [3.779, 3.104, -0.593], [4.475, 3.386, -2.889], [3.819, 3.699, -4.033], [5.245, 4.487, -2.568], [5.201, 2.226, -3.058], [0.071, 4.972, -1.822], [1.312, 5.227, -0.717], [-0.215, 4.421, -0.165], [0.313, 2.477, -1.579], [1.513, 2.534, -0.377], [2.038, -1.823, -0.990], [1.421, -0.476, -1.345], [0.152, -0.245, -0.710], [0.086, 0.264, 0.535], [1.051, 0.758, 1.153], [-1.378, 0.417, 0.938], [-2.207, -0.323, 0.108], [-1.548, 0.039, 2.231], [-1.789, 1.647, 0.671], [3.011, -2.088, -1.404], [1.337, -2.621, -1.238], [2.093, -1.996, 0.085], [1.112, -0.564, -2.386], [2.122, 0.358, -1.334], [1.645, -4.339, -4.662], [2.753, -3.758, -5.570], [3.800, -3.059, -4.974], [3.679, -1.750, -4.574], [2.614, -1.068, -4.620], [5.033, -1.186, -4.023], [5.951, -2.156, -3.792], [5.530, -0.343, -4.955], [4.754, -0.562, -2.894], [1.217, -5.112, -5.301], [0.813, -3.767, -4.251], [2.205, -4.888, -3.905], [2.443, -3.246, -6.480], [3.326, -4.633, -5.876], [2.619, 3.030, 2.890], [3.146, 4.191, 3.638], [4.272, 4.760, 2.936], [4.160, 5.794, 2.063], [3.072, 6.159, 1.602], [5.487, 6.416, 1.502], [6.324, 5.466, 0.946], [5.193, 7.202, 0.461], [6.179, 7.055, 2.448], [2.096, 2.282, 3.486], [3.244, 2.485, 2.181], [1.867, 3.484, 2.245], [3.537, 3.715, 4.538], [2.317, 4.872, 3.832], [-1.798, -2.729, -2.866], [-3.057, -2.636, -3.795], [-3.484, -3.877, -4.210], [-4.350, -3.947, -5.317], [-4.622, -2.962, -6.024], [-4.818, -5.379, -5.622], [-4.616, -6.210, -4.599], [-6.086, -5.348, -5.946], [-4.128, -5.752, -6.671], [-1.018, -3.254, -3.417], [-2.160, -3.273, -1.993], [-1.356, -1.806, -2.493], [-2.912, -2.062, -4.711], [-3.911, -2.223, -3.258], [-3.168, -2.400, 3.632], [-4.239, -1.318, 4.077], [-5.560, -1.814, 3.817], [-6.213, -1.525, 2.697], [-5.675, -0.948, 1.696], [-7.625, -2.198, 2.648], [-7.904, -2.542, 1.316], [-7.725, -3.233, 3.421], [-8.447, -1.324, 3.054], [-3.451, -3.433, 3.831], [-2.238, -2.171, 4.152], [-2.951, -2.499, 2.568], [-3.914, -0.412, 3.566], [-4.112, -1.065, 5.130], [-4.582, 5.354, 0.656], [-4.747, 3.950, 0.164], [-5.583, 3.787, -0.984], [-5.219, 3.930, -2.333], [-4.030, 4.092, -2.637], [-6.430, 3.837, -3.315], [-7.577, 3.700, -2.666], [-6.527, 5.028, -4.011], [-6.358, 2.814, -4.120], [-3.779, 5.840, 0.101], [-4.306, 5.323, 1.710], [-5.438, 6.028, 0.624], [-5.168, 3.413, 1.014], [-3.767, 3.552, -0.102], [-1.670, 0.187, 6.141], [-0.505, 0.860, 5.475], [0.162, -0.024, 4.609], [1.534, -0.312, 4.770], [2.278, 0.304, 5.546], [2.088, -1.425, 3.828], [2.611, -2.302, 4.698], [1.182, -2.046, 3.062], [3.108, -0.945, 3.110], [-2.175, 0.831, 6.861], [-1.308, -0.778, 6.494], [-2.262, -0.096, 5.271], [0.140, 1.344, 6.208], [-0.836, 1.741, 4.925], [5.271, -2.630, -0.249], [5.131, -3.970, 0.338], [5.597, -5.131, -0.415], [5.765, -4.001, 1.882], [5.077, -4.929, 2.707], [3.679, -4.893, 2.239], [3.596, -4.246, 0.983], [5.538, -5.883, 2.449], [5.176, -4.708, 3.769], [3.042, -4.399, 2.973], [3.275, -5.902, 2.159]], "smiles": "CCOC(=O)C(F)(F)F.CCOC(=O)C(F)(F)F.CCOC(=O)C(F)(F)F.CCOC(=O)C(F)(F)F.CCOC(=O)C(F)(F)F.CCOC(=O)C(F)(F)F.CCOC(=O)C(F)(F)F.CCOC(=O)C(F)(F)F.O=S1(=O)OCCO1", "homo_ev": -11.00}



# 2
{"formula": "C34H44N9O10P2S2Y", "method": "wB97M-V/def2-TZVPD", "species": ["Y", "S", "C", "N", "C", "C", "N", "C", "C", "C", "C", "C", "C", "C", "C", "S", "C", "C", "C", "C", "C", "C", "C", "H", "H", "H", "H", "H", "H", "H", "H", "H", "H", "H", "H", "H", "H", "H", "H", "H", "H", "N", "C", "C", "P", "O", "O", "O", "P", "O", "O", "O", "H", "H", "H", "H", "H", "H", "H", "H", "C", "O", "C", "O", "N", "N", "H", "H", "H", "H", "H", "H", "N", "C", "O", "C", "C", "C", "C", "N", "C", "H", "H", "H", "H", "H", "H", "N", "C", "O", "C", "C", "C", "C", "N", "C", "H", "H", "H", "H", "H", "H"], "positions_angstrom": [[-0.834, -1.287, 0.790], [-1.878, 1.588, 0.755], [-0.466, 2.478, 0.581], [-0.405, 3.540, -0.206], [0.823, 4.331, -0.290], [1.417, 4.443, 1.085], [1.630, 3.100, 1.619], [2.867, 2.936, 2.409], [4.085, 2.971, 1.521], [5.000, 4.011, 1.618], [6.116, 4.042, 0.792], [6.316, 3.034, -0.136], [5.404, 1.992, -0.238], [4.293, 1.958, 0.587], [0.796, 2.115, 1.352], [1.052, 0.546, 1.896], [-1.583, 3.903, -1.032], [-1.340, 5.045, -1.972], [-0.726, 4.820, -3.200], [-0.477, 5.879, -4.060], [-0.843, 7.167, -3.697], [-1.465, 7.396, -2.478], [-1.713, 6.337, -1.617], [0.575, 5.312, -0.682], [1.525, 3.854, -0.980], [0.773, 5.010, 1.764], [2.389, 4.930, 1.031], [2.786, 2.002, 2.957], [2.884, 3.757, 3.128], [4.851, 4.794, 2.354], [6.828, 4.851, 0.879], [7.187, 3.055, -0.777], [5.568, 1.198, -0.954], [3.590, 1.137, 0.518], [-2.409, 4.111, -0.348], [-1.854, 2.996, -1.577], [-0.445, 3.812, -3.487], [-0.004, 5.700, -5.015], [-0.652, 7.992, -4.369], [-1.763, 8.398, -2.201], [-2.207, 6.515, -0.669], [-2.575, -2.774, -3.063], [-1.202, -2.117, -3.026], [-0.687, -1.899, -4.438], [-1.444, -0.603, -1.999], [-1.834, 0.513, -3.056], [-2.571, -0.922, -1.042], [-0.158, -0.350, -1.250], [-0.110, -3.237, -2.009], [-0.566, -4.684, -2.562], [1.313, -2.971, -2.266], [-0.758, -3.133, -0.647], [-3.110, -2.476, -3.880], [-3.075, -2.482, -2.205], [-2.507, -3.802, -3.070], [-1.335, -1.227, -5.004], [-0.600, -2.847, -4.971], [0.308, -1.460, -4.382], [-2.521, 1.110, -2.728], [0.130, -5.119, -3.072], [-3.316, -0.923, 4.834], [-1.988, -1.214, 5.290], [-1.029, -1.334, 4.385], [-1.200, -1.189, 3.174], [0.132, -1.645, 4.991], [1.327, -1.721, 4.282], [-3.906, -0.807, 5.737], [-3.697, -1.751, 4.240], [-3.321, 0.002, 4.261], [0.118, -1.685, 6.000], [1.788, -2.601, 4.479], [1.935, -0.955, 4.544], [-3.476, -5.530, -1.625], [-4.611, -5.021, -1.036], [-5.719, -5.332, -1.397], [-4.402, -3.902, -0.049], [-5.446, -2.997, 0.140], [-5.236, -1.885, 0.935], [-3.979, -1.705, 1.487], [-2.983, -2.584, 1.353], [-3.210, -3.679, 0.623], [-3.627, -6.381, -2.149], [-2.580, -5.458, -1.169], [-6.391, -3.182, -0.355], [-6.011, -1.150, 1.093], [-3.745, -0.806, 2.048], [-2.378, -4.365, 0.557], [4.178, -2.465, -1.354], [4.422, -3.092, -0.177], [5.519, -3.397, 0.235], [3.193, -3.337, 0.660], [3.095, -4.488, 1.428], [1.931, -4.720, 2.149], [0.917, -3.783, 2.096], [1.034, -2.642, 1.406], [2.146, -2.431, 0.702], [4.970, -2.374, -1.972], [3.253, -2.510, -1.767], [3.919, -5.189, 1.441], [1.805, -5.621, 2.733], [-0.014, -3.933, 2.631], [2.195, -1.508, 0.133]], "charge": 2, "homo_ev": -13.31}



Relative energy (zero: lowest compared OMol25 entry of this formula, charge and spin) (eV)
5.231, 0.575
Total energy (hartree)
-5621.6356, -4084.7232
Molar mass (g/mol)
1260.73, 953.77